1.
Formula: C53H127O36P7
Source: the OMol25 dataset
Level of theory: ωB97M-V/def2-TZVPD

Results
* E_HOMO: -8.10 eV
* frontier orbital gap: 0.3053 Ha
* multiplicity: 1
* LUMO: 0.2 eV
* max |F|: 0.315 Eh/bohr

Atoms and positions in Å:
C  0.045  -0.378  1.889
O  0.364  0.598  0.849
P  0.818  -0.017  -0.631
O  1.957  -0.930  -0.603
O  -0.595  -0.586  -1.192
C  -1.034  -1.932  -0.972
O  0.997  1.234  -1.553
C  -0.097  2.252  -1.802
H  0.752  -0.084  2.665
H  0.303  -1.406  1.635
H  -0.989  -0.309  2.226
H  -1.408  -2.435  -1.864
H  -1.884  -1.869  -0.292
H  -0.280  -2.492  -0.419
H  -1.063  1.991  -1.369
H  -0.239  2.347  -2.878
H  0.184  3.170  -1.285
C  1.326  0.495  -7.405
O  0.874  1.810  -7.390
P  -0.549  2.147  -6.657
O  -1.639  1.242  -7.134
O  -0.698  3.718  -6.875
C  0.441  4.565  -6.694
O  -0.170  2.159  -5.074
C  -1.271  2.159  -4.123
H  2.167  0.388  -6.719
H  1.662  0.186  -8.394
H  0.498  -0.189  -7.219
H  1.367  4.118  -6.335
H  0.153  5.243  -5.890
H  0.622  5.165  -7.587
H  -1.413  3.080  -3.557
H  -1.060  1.432  -3.339
H  -2.246  1.950  -4.563
C  -0.867  -6.025  1.580
O  -0.779  -5.006  0.604
P  0.399  -4.856  -0.541
O  0.670  -6.054  -1.407
O  1.715  -4.342  0.314
C  3.047  -4.867  0.167
O  -0.065  -3.518  -1.360
C  0.803  -2.941  -2.328
H  -0.486  -6.999  1.271
H  -1.883  -6.239  1.910
H  -0.390  -5.739  2.517
H  3.146  -5.433  -0.759
H  3.264  -5.460  1.056
H  3.799  -4.091  0.028
H  0.987  -1.881  -2.152
H  0.259  -2.984  -3.272
H  1.751  -3.473  -2.404
C  2.779  -0.462  1.293
O  3.947  -0.889  1.956
P  4.442  -2.416  1.775
O  3.510  -3.460  2.302
O  4.778  -2.608  0.214
C  5.510  -3.778  -0.176
O  5.958  -2.391  2.379
C  6.867  -1.377  1.968
H  2.254  -1.327  0.888
H  3.025  0.253  0.509
H  2.156  -0.042  2.083
H  5.626  -3.898  -1.253
H  5.056  -4.721  0.129
H  6.487  -3.683  0.297
H  6.547  -0.836  1.077
H  7.826  -1.882  1.851
H  6.973  -0.658  2.780
C  -5.687  -2.859  2.520
O  -4.409  -2.527  1.983
P  -3.956  -0.955  1.728
O  -2.651  -0.894  1.033
O  -5.295  -0.342  0.961
C  -5.286  1.039  0.601
O  -3.979  -0.313  3.259
C  -3.022  -0.652  4.205
H  -5.513  -3.746  3.129
H  -6.337  -3.147  1.694
H  -5.997  -1.999  3.114
H  -4.303  1.499  0.708
H  -6.042  1.509  1.230
H  -5.566  1.185  -0.442
H  -2.063  -0.354  3.781
H  -3.077  -1.720  4.415
H  -3.246  -0.002  5.051
C  1.410  -3.072  1.715
O  0.902  -2.150  2.700
P  -0.286  -2.473  3.762
O  -0.814  -1.220  4.415
O  -1.334  -3.356  2.838
C  -1.985  -2.614  1.796
O  0.430  -3.570  4.782
C  -0.333  -4.188  5.838
H  0.729  -3.923  1.691
H  2.412  -3.416  1.969
H  1.330  -2.703  0.693
H  -1.517  -2.700  0.816
H  -2.032  -1.553  2.044
H  -2.987  -2.967  1.554
H  -0.815  -5.112  5.518
H  -1.126  -3.528  6.189
H  0.352  -4.425  6.652
C  -4.286  3.937  -1.706
O  -4.364  2.486  -1.624
P  -3.323  1.597  -2.546
O  -1.900  1.998  -2.468
O  -3.624  0.096  -2.050
C  -2.848  -0.348  -0.984
O  -4.041  1.684  -4.051
C  -5.456  1.536  -4.117
H  -4.105  4.311  -0.698
H  -5.196  4.390  -2.102
H  -3.475  4.349  -2.306
H  -2.593  -1.366  -1.281
H  -3.541  -0.373  -0.143
H  -1.914  0.181  -0.798
H  -5.671  0.670  -4.742
H  -5.835  2.506  -4.439
H  -5.902  1.127  -3.210
C  2.225  -0.630  -3.067
C  0.756  -0.354  -3.326
C  0.605  -0.418  -4.843
O  1.875  -0.869  -5.343
C  2.885  -0.597  -4.393
H  2.378  -1.615  -2.625
H  2.624  0.078  -2.340
H  0.408  0.643  -3.052
H  0.086  -1.027  -2.792
H  0.318  0.541  -5.275
H  -0.192  -1.114  -5.108
H  3.332  0.385  -4.547
H  3.605  -1.413  -4.450
C  0.113  5.318  -3.707
C  0.321  4.339  -2.579
C  -0.006  5.196  -1.355
O  0.418  6.511  -1.683
C  0.656  6.609  -3.078
H  -0.922  5.424  -4.030
H  0.674  4.951  -4.566
H  1.353  4.011  -2.458
H  -0.303  3.446  -2.537
H  0.664  4.862  -0.563
H  -1.060  5.009  -1.146
H  1.736  6.713  -3.181
H  0.225  7.502  -3.529
C  1.153  2.893  0.986
C  2.305  3.771  0.978
C  2.832  3.675  2.393
O  2.395  2.421  2.877
C  1.528  1.698  1.947
H  0.899  2.547  -0.016
H  0.259  3.397  1.354
H  2.072  4.803  0.716
H  3.058  3.435  0.265
H  2.329  4.423  3.006
H  3.922  3.691  2.406
H  0.651  1.252  2.416
H  2.133  0.987  1.385
C  2.715  0.391  4.704
C  1.826  -0.729  4.318
C  2.859  -1.849  4.220
O  3.710  -1.621  5.298
C  3.817  -0.205  5.590
H  2.156  1.200  5.173
H  3.163  0.785  3.791
H  1.242  -0.603  3.407
H  1.108  -0.923  5.115
H  3.295  -1.856  3.221
H  2.440  -2.850  4.316
H  4.820  0.096  5.288
H  3.473  -0.003  6.604
C  4.681  -0.057  -2.200
C  3.802  1.047  -1.557
C  4.629  1.481  -0.353
O  5.523  0.395  -0.104
C  5.278  -0.711  -0.976
H  5.444  0.480  -2.762
H  4.101  -0.707  -2.855
H  2.836  0.735  -1.161
H  3.571  1.839  -2.270
H  3.957  1.660  0.486
H  5.195  2.384  -0.579
H  4.548  -1.396  -0.544
H  6.154  -1.321  -1.195
C  -2.107  2.877  0.064
C  -2.510  4.070  0.886
C  -3.584  3.476  1.806
O  -3.222  2.141  1.982
C  -2.110  1.792  1.099
H  -1.087  2.937  -0.316
H  -2.767  2.636  -0.769
H  -2.907  4.897  0.296
H  -1.640  4.448  1.423
H  -4.521  3.557  1.256
H  -3.571  4.116  2.688
H  -2.200  0.778  0.708
H  -1.220  1.828  1.727
C  -3.503  -4.312  0.365
C  -2.541  -3.369  -0.333
C  -3.067  -3.334  -1.772
O  -3.756  -4.609  -1.960
C  -3.653  -5.383  -0.744
H  -4.415  -3.736  0.519
H  -3.208  -4.706  1.338
H  -1.511  -3.726  -0.360
H  -2.541  -2.374  0.111
H  -2.138  -3.267  -2.338
H  -3.712  -2.458  -1.848
H  -2.766  -5.983  -0.946
H  -4.557  -5.985  -0.650
C  -2.515  2.253  4.209
C  -1.564  1.442  5.082
C  -0.244  1.373  4.287
O  -0.266  2.672  3.673
C  -1.533  3.350  3.756
H  -3.363  2.680  4.744
H  -2.875  1.679  3.356
H  -1.936  0.423  5.191
H  -1.343  1.850  6.069
H  -0.355  0.553  3.578
H  0.530  1.023  4.970
H  -1.817  3.834  2.821
H  -1.401  4.136  4.500

Forces on atoms 1 to 3 (eV/Å):
-0.91 0.73 -3.61
-2.64 -4.04 -5.43
-4.38 0.81 1.29


2.
Formula: C53H33Cl4N5O4STi
Source: the OMol25 dataset
Level of theory: ωB97M-V/def2-TZVPD

Results
* E_HOMO: -7.48 eV
* frontier orbital gap: 0.2031 Ha
* multiplicity: 1
* LUMO: -1.9 eV
* max |F|: 0.077 Eh/bohr

Atoms and positions in Å:
Ti  15.767  16.068  11.060
Cl  6.718  13.236  11.919
C  8.336  13.924  11.738
C  9.286  13.742  12.799
C  10.575  14.266  12.582
C  10.939  14.723  11.371
C  10.024  14.783  10.291
C  8.729  14.413  10.461
C  12.360  15.178  11.054
C  13.274  14.397  10.314
C  12.965  13.159  9.621
C  14.120  12.593  9.133
C  15.205  13.421  9.594
C  16.562  12.998  9.726
C  16.986  11.719  9.073
C  17.731  10.755  9.765
C  18.168  9.576  9.167
C  17.799  9.327  7.828
Cl  18.306  7.847  7.204
C  17.077  10.266  7.065
C  16.604  11.412  7.668
C  17.585  13.856  10.152
N  17.427  15.264  10.121
C  18.715  15.825  10.305
C  18.948  17.242  10.115
C  20.345  17.715  9.890
C  20.748  18.946  10.419
C  21.938  19.595  10.105
C  22.769  18.924  9.203
Cl  24.323  19.702  8.688
C  22.474  17.635  8.787
C  21.293  17.048  9.117
C  17.903  18.130  9.895
C  17.980  19.501  9.441
C  16.735  20.012  9.559
C  15.864  19.010  10.145
N  16.513  17.824  10.128
C  14.686  19.374  10.934
C  13.741  18.390  11.360
C  12.662  18.625  12.265
C  12.047  17.389  12.417
C  12.785  16.435  11.510
N  13.866  17.079  11.005
C  14.556  20.820  11.171
C  15.669  21.625  11.604
C  15.559  22.938  11.764
C  14.340  23.606  11.459
Cl  14.075  25.291  11.929
C  13.251  22.840  11.052
C  13.341  21.475  10.910
C  19.603  14.742  10.474
C  18.983  13.537  10.259
N  14.682  14.609  10.125
H  8.995  13.212  13.701
H  11.209  14.292  13.444
H  10.455  14.833  9.276
H  7.943  14.466  9.654
H  12.004  12.788  9.329
H  14.293  11.661  8.516
H  18.028  11.092  10.809
H  18.726  8.785  9.679
H  16.836  10.076  6.045
H  15.931  12.085  7.150
H  20.054  19.392  11.125
H  22.209  20.573  10.485
H  23.220  17.126  8.161
H  21.118  16.123  8.717
H  18.884  19.941  9.038
H  16.313  21.008  9.379
H  12.420  19.538  12.831
H  11.244  17.247  13.114
H  16.666  21.174  11.642
H  16.376  23.537  12.187
H  12.285  23.317  10.742
H  12.472  20.897  10.510
H  20.658  14.866  10.711
H  19.424  12.524  10.118
C  22.081  19.413  16.913
C  20.884  19.103  16.008
C  20.912  18.267  14.932
C  19.816  18.194  14.022
C  18.556  18.666  14.502
C  18.491  19.412  15.690
C  19.623  19.631  16.423
S  17.163  18.608  13.369
O  17.803  19.240  12.243
O  16.094  19.209  14.105
N  16.777  17.085  12.951
C  16.560  16.249  14.112
C  15.311  15.447  13.728
O  14.301  15.320  14.412
O  15.474  14.927  12.535
H  22.974  19.034  16.332
H  21.972  18.933  17.864
H  22.154  20.470  17.155
H  21.788  17.737  14.673
H  19.924  17.853  12.992
H  17.575  19.898  16.000
H  19.633  20.292  17.311
H  16.426  16.788  15.087
H  17.387  15.502  14.236

Forces on atoms 1 to 3 (eV/Å):
0.76 0.92 0.71
0.61 0.45 -0.03
1.20 -0.91 0.64


3.
Formula: C53H33Cl5F15GeMgN7O3S2
Source: the OMol25 dataset
Level of theory: ωB97M-V/def2-TZVPD

Results
* E_HOMO: -3.11 eV
* frontier orbital gap: 0.2448 Ha
* multiplicity: 1
* LUMO: 3.6 eV
* charge: -2
* max |F|: 0.015 Eh/bohr
* energy above the lowest of the compared OMol25 structures with the same formula, charge and spin: 324.73 kJ/mol

Atoms and positions in Å:
Mg  -2.722  0.301  1.032
N  -2.868  -0.634  5.400
C  -2.899  -0.102  4.130
S  -3.882  -0.916  2.961
N  -2.210  1.008  4.002
N  -2.157  1.463  2.717
C  -1.785  2.674  2.516
C  -1.447  3.603  3.625
C  -2.253  4.706  3.887
C  -1.935  5.571  4.926
C  -0.808  5.340  5.703
C  -0.005  4.236  5.444
C  -0.326  3.366  4.414
C  -1.740  3.144  1.111
C  -1.449  4.410  0.782
C  -1.612  4.874  -0.622
C  -2.745  3.872  -2.246
C  -2.986  2.402  -1.875
N  -2.081  2.187  0.124
H  -3.094  -1.614  5.432
H  -2.050  -0.360  5.924
H  -3.132  4.881  3.277
H  -2.570  6.425  5.126
H  -0.558  6.016  6.512
H  0.870  4.044  6.053
H  0.278  2.488  4.221
H  -1.161  5.121  1.543
H  -1.113  5.822  -0.803
H  -2.974  4.170  -3.264
H  -3.413  1.755  -2.639
Cl  -3.413  6.518  -1.979
C  -3.102  4.935  -1.175
C  -4.187  4.562  -0.216
Cl  -4.998  5.846  0.631
C  -4.378  3.285  0.111
Cl  -5.476  2.834  1.359
C  -3.541  2.140  -0.468
O  -4.051  0.926  -0.261
C  -1.478  2.297  -1.352
O  -0.565  1.476  -1.689
C  -1.304  3.833  -1.713
Cl  0.073  4.203  -2.765
C  2.025  -3.142  -4.060
C  0.867  -2.490  -3.283
C  0.807  -3.171  -1.903
C  1.225  -1.015  -3.060
C  -0.483  -2.692  -4.063
O  -0.942  -4.041  -3.908
C  -0.387  -2.484  -5.596
C  0.004  -1.129  -6.203
C  -1.033  -0.036  -6.096
C  -0.808  1.131  -5.373
C  -1.757  2.145  -5.327
C  -2.940  1.988  -6.025
Cl  -4.124  3.267  -6.040
C  -3.205  0.826  -6.733
C  -2.251  -0.176  -6.758
C  -1.637  -1.829  -3.549
N  -1.972  -1.960  -2.148
C  -1.615  -1.110  -1.192
N  -2.180  -1.461  -0.049
C  -2.920  -2.553  -0.393
N  -2.817  -2.903  -1.652
H  2.931  -3.077  -3.456
H  2.229  -2.644  -5.010
H  1.855  -4.205  -4.263
H  1.827  -3.300  -1.531
H  0.327  -4.148  -1.939
H  0.281  -2.571  -1.163
H  2.172  -0.967  -2.521
H  0.501  -0.467  -2.459
H  1.360  -0.465  -3.989
H  -0.205  -4.631  -4.096
H  -1.360  -2.784  -5.994
H  0.318  -3.231  -5.966
H  0.189  -1.302  -7.269
H  0.950  -0.782  -5.795
H  0.108  1.253  -4.809
H  -1.572  3.040  -4.747
H  -4.144  0.716  -7.258
H  -2.455  -1.082  -7.320
H  -2.530  -2.074  -4.125
H  -1.412  -0.774  -3.699
H  -1.029  -0.196  -1.359
H  -3.528  -3.091  0.315
F  0.622  -4.076  1.189
C  1.923  -4.327  1.294
C  2.771  -3.478  1.985
C  4.096  -3.870  2.055
F  4.984  -3.122  2.737
C  4.582  -5.021  1.467
F  5.877  -5.363  1.562
C  3.707  -5.836  0.773
F  4.152  -6.959  0.194
C  2.373  -5.492  0.688
F  1.530  -6.293  0.024
Ge  2.193  -1.732  2.790
S  0.227  -1.090  2.586
C  2.687  -1.870  4.729
C  2.608  -0.713  5.490
F  2.389  0.468  4.901
C  2.755  -0.703  6.864
F  2.686  0.439  7.561
C  2.984  -1.894  7.529
F  3.134  -1.905  8.860
C  3.059  -3.070  6.811
F  3.279  -4.227  7.453
C  2.906  -3.035  5.433
F  2.982  -4.224  4.804
C  3.622  -0.588  1.955
C  4.729  -0.028  2.565
F  5.007  -0.265  3.859
C  5.638  0.769  1.890
F  6.704  1.287  2.520
C  5.458  1.017  0.544
F  6.337  1.775  -0.123
C  4.379  0.459  -0.113
F  4.223  0.668  -1.425
C  3.490  -0.327  0.601
F  2.482  -0.872  -0.087

Forces on atoms 1 to 3 (eV/Å):
-0.19 -0.67 0.27
-0.03 -0.02 0.01
-0.01 0.04 -0.02